ORCA calculation (ωB97M-V/def2-TZVPD) on 2 unconnected molecules or ions with the total composition CH2NOS2 in a non-equilibrium geometry.

Its charge is -1. For the largest force on an atom, the calculation gives 2.60 eV/Å. The value obtained for the LUMO energy is 0.1021 hartree. As for the multiplicity: 1.

Each atom is followed by the atoms it is bonded to, with distances in Å.
Positions of all 7 atoms, in Å:
1 C -1.8577 -0.5497 -0.1305  O3 1.173, S4 1.555
2 N 1.6335 0.0984 -0.0104  S5 1.769, H6 1.015, H7 0.983
3 O -1.4125 -1.4407 0.4894  C1 1.173
4 S -2.5132 0.4908 -1.0830  C1 1.555
5 S 1.8897 1.6758 0.7475  N2 1.769
6 H 0.9102 0.2532 -0.7055  N2 1.015
7 H 1.3499 -0.5276 0.6924  N2 0.983